[1]
# C17H34CoO2P2

A molecular structure, C17H34CoO2P2 (ωB97M-V/def2-TZVPD, the OMol25 dataset).

total charge	0
max |F|	4.0	eV Å⁻¹
LUMO level (alpha / beta)	0.009 / 0.006	Eh
HOMO level (alpha / beta)	-3.07 / -5.80	eV
multiplicity	4
energy above the lowest of the compared OMol25 structures with the same formula, charge and spin	578.8	kJ/mol
Kohn-Sham gap (alpha / beta)	3.327 / 5.966	eV

Element x y z (Å)
P 0.335 -2.303 1.415
P -0.085 2.239 1.472
C 0.485 -0.783 0.454
C 0.755 0.746 0.735
H -0.274 -0.940 -0.381
H 1.473 -0.978 0.009
H 1.800 0.869 0.997
H 0.725 1.117 -0.308
C -1.681 2.835 0.933
H -2.111 3.566 1.651
H -2.400 2.005 0.829
H -1.640 3.336 -0.046
C 1.204 3.487 1.363
H 1.482 3.616 0.306
H 2.088 3.131 1.912
H 0.865 4.466 1.733
C -0.808 -3.589 0.884
H -0.863 -4.259 1.742
H -0.471 -4.167 0.026
H -1.806 -3.211 0.670
C 1.989 -2.992 1.244
H 2.741 -2.212 1.461
H 2.177 -3.387 0.234
H 2.064 -3.805 1.969
Co -0.856 -0.379 -1.796
C 0.149 1.230 -2.586
C -1.249 1.324 -2.455
C -2.185 0.568 -3.345
C -1.756 -0.874 -3.855
C -0.980 -1.734 -2.887
C 0.413 -1.640 -2.652
C 1.361 -0.838 -3.510
C 0.861 0.591 -3.768
C -0.117 -1.830 3.048
H 0.711 2.064 -2.143
H -1.631 1.945 -1.622
H -2.233 1.235 -4.208
H -3.214 0.543 -2.960
H -2.683 -1.433 -4.093
H -1.211 -0.790 -4.806
H -1.542 -2.510 -2.302
H 0.926 -2.454 -2.126
H 1.564 -1.301 -4.488
H 2.328 -0.768 -2.987
H 1.761 1.188 -3.944
H 0.278 0.650 -4.698
H 0.836 -1.718 3.569
H -0.667 -2.683 3.420
H -0.734 -0.906 3.044
C 0.103 1.775 5.333
C 0.523 1.502 3.918
O 1.572 0.990 3.579
O -0.462 1.918 3.029
H 0.645 1.052 5.940
H -0.981 1.708 5.474
H 0.427 2.788 5.575

---

[2]
# C41H72F9N3O5S

3 unconnected molecules or ions with the total composition C41H72F9N3O5S (ωB97M-V/def2-TZVPD, the OMol25 dataset).

total charge	0
max |F|	1.9	eV Å⁻¹
LUMO level (alpha / beta)	0.017 / 0.009	Eh
HOMO level (alpha / beta)	-7.82 / -7.82	eV
multiplicity	3
Kohn-Sham gap (alpha / beta)	8.272 / 8.070	eV

Element x y z (Å)
O -0.764 -5.304 4.284
C -0.155 -4.847 3.377
O -0.409 -5.114 2.087
C -0.052 -6.481 1.760
C -1.292 -7.320 1.516
C -2.385 -6.551 0.760
C -3.363 -5.786 1.668
C -3.946 -4.553 0.965
C -2.888 -3.464 0.756
C -3.390 -2.007 0.695
C -4.773 -1.842 0.078
C -5.303 -0.374 -0.028
C -4.289 0.736 0.272
C -4.159 1.025 1.773
C -5.149 2.098 2.218
N -4.920 2.510 3.590
C -4.490 3.732 4.035
C -4.427 3.715 5.418
C -4.829 2.416 5.833
C -5.120 1.708 4.678
O 0.837 -3.957 3.530
C 1.761 -4.303 4.590
C 3.132 -3.775 4.239
C 3.168 -2.235 4.132
C 3.775 -1.858 2.785
C 3.656 -0.364 2.436
F 2.642 -0.203 1.561
F 3.413 0.359 3.549
C 4.976 0.132 1.798
F 5.939 0.131 2.712
F 5.312 -0.749 0.841
S 4.895 1.814 0.933
F 3.556 2.198 1.673
F 4.095 1.158 -0.253
F 6.278 1.498 0.220
F 5.702 2.523 2.105
F 4.835 3.185 0.160
H 0.539 -6.900 2.574
H 0.595 -6.451 0.886
H -0.993 -8.181 0.918
H -1.666 -7.698 2.465
H -2.967 -7.298 0.222
H -1.930 -5.879 0.035
H -2.840 -5.476 2.570
H -4.155 -6.474 1.960
H -4.786 -4.201 1.561
H -4.353 -4.898 0.013
H -2.334 -3.688 -0.156
H -2.177 -3.552 1.571
H -2.673 -1.470 0.079
H -3.331 -1.597 1.701
H -4.706 -2.245 -0.932
H -5.509 -2.401 0.644
H -5.672 -0.241 -1.041
H -6.108 -0.265 0.696
H -3.322 0.566 -0.190
H -4.683 1.651 -0.177
H -4.378 0.130 2.350
H -3.162 1.365 2.046
H -6.176 1.737 2.153
H -5.094 2.963 1.564
H -4.241 4.546 3.379
H -4.142 4.522 6.067
H -4.896 2.060 6.843
H -5.446 0.683 4.658
H 1.424 -3.830 5.511
H 1.770 -5.379 4.739
H 3.813 -4.127 5.013
H 3.471 -4.226 3.307
H 2.161 -1.843 4.238
H 3.793 -1.843 4.928
H 3.331 -2.440 1.989
H 4.826 -2.135 2.842
C 2.795 -1.815 -1.539
C 1.279 -2.067 -1.325
C 0.734 -3.065 -2.355
C 0.499 -2.477 -3.744
C -0.368 -1.223 -3.644
C 0.222 -0.177 -2.698
N 0.522 -0.778 -1.360
O -0.566 -0.879 -0.670
C 1.480 0.431 -3.346
C -0.751 0.985 -2.532
C 1.161 -2.705 0.052
H 3.019 -0.852 -1.986
H 3.323 -1.816 -0.587
H 3.244 -2.585 -2.168
H -0.220 -3.463 -1.990
H 1.415 -3.916 -2.418
H 1.452 -2.256 -4.233
H -0.003 -3.217 -4.371
H -0.501 -0.776 -4.631
H -1.366 -1.509 -3.295
H 1.985 1.109 -2.655
H 1.192 1.006 -4.226
H 2.199 -0.310 -3.689
H -1.729 0.656 -2.187
H -0.888 1.479 -3.494
H -0.366 1.720 -1.823
H 1.443 -2.004 0.833
H 1.830 -3.567 0.110
H 0.154 -3.060 0.266
C 3.856 5.887 -2.705
C 2.476 5.446 -2.149
C 2.163 3.993 -2.533
C 1.706 3.803 -3.977
C 0.543 4.742 -4.287
C 0.884 6.206 -4.009
N 1.403 6.378 -2.614
O 0.419 6.383 -1.777
C 1.898 6.691 -5.062
C -0.353 7.074 -4.206
C 2.615 5.498 -0.632
H 3.790 6.558 -3.555
H 4.416 6.437 -1.949
H 4.460 5.029 -3.004
H 1.373 3.617 -1.875
H 3.043 3.378 -2.334
H 2.537 3.967 -4.668
H 1.388 2.768 -4.122
H 0.243 4.639 -5.333
H -0.322 4.447 -3.685
H 2.241 7.701 -4.835
H 1.421 6.713 -6.041
H 2.768 6.045 -5.161
H -1.189 6.746 -3.591
H -0.668 7.021 -5.248
H -0.141 8.117 -3.967
H 2.749 6.520 -0.276
H 3.489 4.922 -0.345
H 1.753 5.070 -0.122

---

[3]
# C10H20Cl2O18PbS4

A molecular structure, C10H20Cl2O18PbS4 (ωB97M-V/def2-TZVPD, the OMol25 dataset).

total charge	-2
max |F|	4.9	eV Å⁻¹
LUMO level	0.115	Eh
HOMO level	-1.08	eV
energy above the lowest of the compared OMol25 structures with the same formula, charge and spin	589.3	kJ/mol
Kohn-Sham gap	4.206	eV

Element x y z (Å)
Pb 17.814 -4.033 17.469
Cl 14.637 -6.420 15.982
Cl 18.121 -0.368 19.854
O 20.223 -6.935 16.545
C 21.388 -7.249 17.308
C 21.580 -6.679 18.775
O 21.040 -5.453 19.260
H 22.240 -7.091 16.647
H 21.320 -8.336 17.258
H 22.605 -6.841 19.108
H 21.161 -7.374 19.503
C 16.575 -2.981 25.825
C 17.374 -2.083 24.982
O 18.088 -3.007 24.134
S 17.274 -4.499 23.926
O 17.932 -5.598 24.632
O 16.825 -4.758 22.534
O 16.120 -3.971 24.879
H 15.795 -2.313 26.191
H 17.016 -3.441 26.709
H 18.135 -1.555 25.556
H 16.909 -1.274 24.417
C 17.652 -3.052 10.099
C 17.756 -4.562 10.427
O 18.428 -4.705 11.659
S 19.402 -3.367 11.898
O 20.808 -3.650 11.688
O 19.014 -2.770 13.196
O 18.834 -2.495 10.601
H 16.792 -2.523 10.510
H 17.581 -2.906 9.021
H 18.426 -4.998 9.687
H 16.790 -5.065 10.387
C 10.444 -5.292 20.732
C 11.449 -5.025 21.898
O 11.700 -3.664 21.729
S 11.716 -3.152 20.157
O 13.078 -3.164 19.563
O 10.999 -1.888 19.992
O 10.795 -4.427 19.681
H 9.446 -5.007 21.065
H 10.270 -6.352 20.549
H 12.379 -5.592 21.842
H 11.023 -5.220 22.882
C 15.701 2.254 13.068
C 15.973 2.513 14.591
O 14.860 1.919 15.188
S 14.451 0.502 14.416
O 13.098 0.138 14.700
O 15.521 -0.510 14.674
O 14.768 1.205 12.987
H 16.570 2.017 12.454
H 15.155 3.085 12.622
H 15.929 3.534 14.972
H 16.831 2.018 15.045

---

[4]
# C4H7NO2

C4H7NO2 in the gas phase (ωB97M-V/def2-TZVPD, the OMol25 dataset).

total charge	0
structure (SMILES)	OOC1=CCNC1
max |F|	0.3	eV Å⁻¹
LUMO level	0.030	Eh
HOMO level	-8.68	eV
energy above the lowest of the compared OMol25 structures with the same formula, charge and spin	422.1	kJ/mol
Kohn-Sham gap	9.493	eV

Element x y z (Å)
O 2.278 -1.719 0.190
C 0.776 0.558 0.300
C -0.338 1.571 0.178
N -1.472 0.843 -0.432
C -1.184 -0.593 -0.328
C 0.293 -0.640 -0.006
O 0.880 -1.865 -0.045
H 2.374 -2.238 1.004
H 1.787 0.777 0.617
H -0.627 1.976 1.158
H -0.061 2.429 -0.449
H -1.506 1.084 -1.416
H -1.435 -1.124 -1.253
H -1.765 -1.059 0.481

---

[5]
# C26H18F5KN5S

A molecular structure, C26H18F5KN5S (ωB97M-V/def2-TZVPD, the OMol25 dataset).

total charge	-1
max |F|	1.2	eV Å⁻¹
LUMO level	0.091	Eh
HOMO level	-4.18	eV
energy above the lowest of the compared OMol25 structures with the same formula, charge and spin	26.3	kJ/mol
Kohn-Sham gap	6.642	eV

Element x y z (Å)
K -1.510 -0.125 0.075
C 3.404 4.554 -0.176
C 2.585 3.354 -0.577
C 3.110 2.061 -0.553
C 2.348 0.971 -0.905
C 0.995 1.074 -1.320
N 0.235 -0.006 -1.623
C 0.773 -1.097 -2.226
C 1.760 -1.035 -3.239
C 2.242 -2.160 -3.874
C 1.774 -3.436 -3.560
C 2.296 -4.673 -4.249
C 0.793 -3.521 -2.584
C 0.299 -2.397 -1.941
N -0.689 -2.600 -0.925
C -0.440 -2.989 0.348
C -1.654 -3.153 0.973
C -2.594 -2.835 -0.021
N -2.003 -2.498 -1.163
C 0.473 2.392 -1.308
C 1.259 3.484 -0.954
N -0.872 2.671 -1.699
C -1.240 3.580 -2.627
C -2.615 3.650 -2.610
C -2.993 2.733 -1.618
N -1.934 2.151 -1.073
H 4.460 4.395 -0.401
H 3.316 4.757 0.895
H 3.076 5.446 -0.712
H 4.136 1.912 -0.231
H 2.785 -0.020 -0.876
H 2.146 -0.060 -3.513
H 2.993 -2.048 -4.651
H 3.303 -4.508 -4.634
H 1.658 -4.964 -5.088
H 2.334 -5.514 -3.555
H 0.391 -4.492 -2.310
H 0.566 -3.146 0.700
H -1.837 -3.456 1.988
H -3.670 -2.859 0.046
H 0.806 4.470 -0.965
H -0.511 4.100 -3.226
H -3.242 4.270 -3.226
H -3.982 2.470 -1.276
F -1.709 0.138 8.612
C -1.863 0.036 7.281
C -1.749 -1.189 6.650
F -1.470 -2.279 7.384
C -1.921 -1.287 5.286
F -1.789 -2.499 4.731
C -2.236 -0.185 4.469
S -2.513 -0.340 2.793
C -2.313 1.042 5.153
F -2.575 2.160 4.470
C -2.143 1.154 6.517
F -2.249 2.348 7.122

---

[6]
# C3H5O3PS

C3H5O3PS in the gas phase (ωB97M-V/def2-TZVPD, the OMol25 dataset).

total charge	0
structure (SMILES)	CC#CSP(=O)(O)O
max |F|	0.8	eV Å⁻¹
LUMO level	0.015	Eh
HOMO level	-8.90	eV
energy above the lowest of the compared OMol25 structures with the same formula, charge and spin	0.0	kJ/mol
Kohn-Sham gap	9.306	eV

Element x y z (Å)
C 1.002 -1.076 0.163
C -0.101 -1.554 0.135
C 2.352 -0.565 0.132
O -3.661 0.135 -0.812
O -2.870 0.462 1.497
O -1.269 1.035 -0.465
P -2.296 0.130 0.047
S -1.757 -1.900 0.171
H 3.022 -1.283 -0.334
H 2.359 0.360 -0.444
H 2.694 -0.351 1.144
H -3.461 0.138 -1.748
H -3.732 0.870 1.442

---

[7]
# C5H14

2 unconnected molecules or ions with the total composition C5H14 (ωB97M-V/def2-TZVPD, the OMol25 dataset).

total charge	0
structure (SMILES)	CCC.CC
max |F|	1.8	eV Å⁻¹
LUMO level	0.042	Eh
HOMO level	-11.19	eV
energy above the lowest of the compared OMol25 structures with the same formula, charge and spin	59.0	kJ/mol
Kohn-Sham gap	12.324	eV

Element x y z (Å)
C 0.717 3.166 -0.941
C -0.360 2.336 -0.185
H 0.331 3.819 -1.722
H 1.380 3.675 -0.247
H 1.351 2.479 -1.511
H -1.306 2.467 -0.676
H -0.416 2.700 0.838
H -0.037 1.319 -0.218
C -0.294 -1.618 0.860
C 0.839 -2.647 0.891
C -0.949 -1.416 -0.532
H -1.018 -1.850 1.642
H 0.090 -0.656 1.146
H 1.795 -2.191 1.178
H -0.647 -0.452 -0.900
H -0.491 -2.123 -1.229
H 0.982 -3.193 -0.028
H 0.725 -3.361 1.706
H -2.020 -1.577 -0.527

---

[8]
# C40H53BCaClF5IN7O8S3Si

A molecular structure, C40H53BCaClF5IN7O8S3Si (ωB97M-V/def2-TZVPD, the OMol25 dataset).

total charge	-2
max |F|	1.6	eV Å⁻¹
LUMO level	0.135	Eh
HOMO level	-1.94	eV
energy above the lowest of the compared OMol25 structures with the same formula, charge and spin	113.0	kJ/mol
Kohn-Sham gap	5.624	eV

Element x y z (Å)
Ca -0.587 -0.891 -1.047
B -1.853 -2.301 -3.623
N -2.110 -3.318 -2.466
C -2.636 -4.549 -2.510
C -2.678 -5.057 -1.223
C -2.129 -4.039 -0.440
N -1.797 -2.987 -1.190
N -2.731 -1.041 -3.325
C -3.728 -0.522 -4.056
C -4.294 0.525 -3.343
C -3.556 0.566 -2.153
N -2.620 -0.380 -2.152
H -2.211 -2.781 -4.673
H -0.681 -2.009 -3.600
H -2.930 -4.986 -3.452
H -3.004 -6.034 -0.906
H -1.907 -4.049 0.615
H -3.957 -0.919 -5.032
H -5.119 1.155 -3.639
H -3.646 1.233 -1.310
C 3.991 0.321 1.276
C 3.827 1.617 0.497
C 4.963 1.783 -0.505
C 3.809 2.803 1.463
O 2.598 1.487 -0.225
Si 1.516 2.585 -0.809
S 0.110 1.628 -1.964
O 2.379 3.768 -1.625
C 2.626 4.027 -3.006
C 3.130 2.770 -3.716
C 1.360 4.546 -3.687
C 3.698 5.110 -3.032
O 0.989 3.388 0.541
C 0.154 4.522 0.748
C -0.380 4.386 2.167
C -1.011 4.572 -0.237
C 1.008 5.784 0.619
H 4.926 0.328 1.847
H 3.996 -0.534 0.597
H 3.155 0.197 1.967
H 5.927 1.844 0.012
H 4.811 2.695 -1.084
H 4.980 0.930 -1.188
H 4.721 2.798 2.064
H 2.942 2.730 2.122
H 3.742 3.749 0.917
H 2.380 1.979 -3.635
H 4.058 2.418 -3.261
H 3.310 2.976 -4.776
H 0.572 3.792 -3.634
H 1.564 4.778 -4.739
H 1.015 5.456 -3.184
H 4.582 4.773 -2.484
H 3.322 6.018 -2.552
H 3.985 5.345 -4.062
H -0.932 3.448 2.263
H -1.048 5.220 2.412
H 0.452 4.374 2.878
H -1.551 3.624 -0.231
H -0.653 4.733 -1.258
H -1.693 5.383 0.036
H 1.778 5.794 1.396
H 0.388 6.681 0.721
H 1.503 5.793 -0.354
O -0.174 -2.757 1.595
Cl 0.968 -1.870 1.619
O 0.744 -0.816 2.583
O 2.176 -2.573 1.896
O 1.060 -1.258 0.274
I 0.445 0.142 -5.488
C 1.828 -1.037 -4.416
C 2.864 -1.617 -5.134
C 3.741 -2.439 -4.443
C 3.559 -2.633 -3.087
C 2.511 -1.977 -2.462
N 1.639 -1.188 -3.120
H 2.962 -1.441 -6.196
H 4.551 -2.934 -4.967
H 4.185 -3.304 -2.513
H 2.358 -2.100 -1.400
C -5.280 -2.278 3.492
C -4.206 -3.286 3.088
C -2.797 -2.702 3.122
N -2.670 -1.569 2.209
C -2.252 -0.327 2.463
S -2.089 0.828 1.278
N -1.899 -0.101 3.806
C -2.110 0.989 4.618
O -1.515 1.069 5.676
C -3.096 2.042 4.217
C -2.764 3.363 4.489
C -3.640 4.385 4.152
C -4.859 4.087 3.557
C -5.205 2.764 3.313
C -4.324 1.744 3.640
H -6.251 -2.761 3.613
H -5.385 -1.501 2.732
H -5.023 -1.793 4.439
H -4.411 -3.662 2.081
H -4.223 -4.144 3.764
H -2.064 -3.456 2.839
H -2.564 -2.373 4.130
H -2.684 -1.801 1.225
H -1.152 -0.701 4.136
H -1.807 3.577 4.949
H -3.365 5.415 4.348
H -5.537 4.886 3.279
H -6.156 2.524 2.850
H -4.596 0.714 3.443
F 2.610 -9.078 3.018
C 2.384 -8.152 2.065
C 1.173 -7.499 1.982
F 0.208 -7.800 2.874
C 0.947 -6.556 0.999
F -0.264 -5.981 0.995
C 1.891 -6.206 0.019
S 1.588 -5.084 -1.249
C 3.114 -6.884 0.168
F 4.122 -6.633 -0.681
C 3.357 -7.830 1.143
F 4.550 -8.455 1.207